# C5H8N2

One molecule with the formula C5H8N2 (ωB97M-V/def2-TZVPD, the OMol25 dataset).

Properties
Molecular weight in g mol⁻¹: 96.13
Calculated total energy in Eh: -304.781110
Lowest unoccupied orbital energy in hartree: 0.0353
ΔE to the lowest compared entry with this formula, charge and spin in kcal per mole: 34.1
Structure (SMILES): N#C[C@H](N)C1CC1

Cartesian coordinates (Å):
N1 -2.882 -0.318 1.484
C1 -1.986 -0.052 0.808
C2 -0.889 0.232 -0.111
N2 -1.148 -0.259 -1.447
C3 0.381 -0.374 0.381
C4 1.439 0.408 1.007
C5 1.640 0.083 -0.433
H1 -0.791 1.318 -0.189
H2 -1.987 0.172 -1.809
H3 -1.297 -1.263 -1.420
H4 0.322 -1.433 0.634
H5 1.207 1.430 1.247
H6 2.038 -0.127 1.720
H7 2.339 -0.702 -0.689
H8 1.612 0.885 -1.182

Here are the natural (NBO) charges for atoms 1 to 8, given in e: number 1, N, carries -0.32; number 2, C, carries 0.26; number 3, C, carries -0.16; number 4, N, carries -0.79; number 5, C, carries -0.22; number 6, C, carries -0.41; number 7, C, carries -0.41; number 8, H, carries 0.23